(1)
DFT (wB97M-V/def2-TZVPD) results for a structure of composition C3H12ClN2PSSi in a non-equilibrium geometry.

M (Da): 202.723
Frontier orbital gap (alpha / beta) (eV): 6.861 / 6.861
2S+1: 1
Strongest force on any atom (eV Å⁻¹): 4.25
LUMO (alpha / beta) (hartree): -0.00917 / -0.00916
HOMO (alpha / beta) (eV): -7.11 / -7.11
Relative energy (zero: lowest compared OMol25 entry of this formula, charge and spin) (kcal per mole): 50.64

Cartesian coordinates (Å):
C1 1.916 0.469 1.581
N1 -2.557 -1.619 0.411
H1 2.813 0.946 -1.901
C2 2.091 0.194 -1.784
H2 2.909 0.050 1.609
N2 -3.521 -1.967 -0.517
C3 -0.119 2.157 -0.456
Cl1 0.307 -2.494 -0.174
H3 -3.764 -1.125 -1.059
P1 -1.065 -1.071 0.368
H4 2.558 -0.729 -1.933
Si1 1.133 0.760 -0.144
H5 -0.481 2.557 0.515
H6 -2.049 -1.207 2.480
H7 1.136 -0.061 2.219
H8 -1.023 1.806 -0.758
S1 -0.798 -0.807 2.429
H9 2.075 1.493 1.991
H10 1.417 0.365 -2.622
H11 -3.211 -2.747 -1.113
H12 0.232 3.030 -1.141

Atoms 1-6, force components in eV/Å:
-1.13 1.31 -0.08
0.61 0.43 1.10
1.41 1.22 -0.18
-2.45 1.56 1.27
0.07 -0.68 -0.25
-0.05 0.29 -1.11

Atom charges from the natural (NBO) analysis, given in e for atoms 1 to 8:
1. C -1.1479
2. N -0.8885
3. H 0.2260
4. C -1.0792
5. H 0.2573
6. N -0.6368
7. C -1.1551
8. Cl -0.3704

=====

(2)
DFT (wB97M-V/def2-TZVPD) results for a structure of composition C3H12CsN6O3 in a non-equilibrium geometry.

M (Da): 313.073
Total charge: +1
Frontier orbital gap (eV): 9.004
2S+1: 1
Strongest force on any atom (eV Å⁻¹): 6.26
LUMO (hartree): -0.10933
HOMO (eV): -11.98
Relative energy (zero: lowest compared OMol25 entry of this formula, charge and spin) (kcal per mole): 72.22

Cartesian coordinates (Å):
O1 0.239 3.857 0.917
N1 4.125 -3.427 -6.061
C1 3.958 -3.518 -4.747
H1 -1.565 6.397 1.526
H2 -3.804 -2.140 2.249
N2 4.733 -4.454 -4.364
C2 -2.867 -0.866 3.457
C3 -0.725 4.502 1.209
N3 -0.813 5.805 1.204
H3 -4.595 -1.959 3.732
H4 5.083 -3.587 -6.339
H5 -2.211 4.559 2.434
O2 3.166 -2.756 -4.136
H6 5.206 -4.982 -5.083
H7 -3.990 -0.743 5.097
N4 -3.165 -0.394 4.632
N5 -1.783 3.979 1.726
N6 -3.838 -1.657 3.136
O3 -1.890 -0.652 2.741
H8 -1.808 2.982 1.888
H9 5.032 -4.571 -3.406
H10 3.628 -2.630 -6.432
H11 0.024 6.185 0.786
Cs1 0.341 -0.120 -1.259
H12 -2.482 0.190 5.093

Atoms 1-6, force components in eV/Å:
2.47 -1.30 -1.89
-0.61 1.37 -3.03
-3.37 4.03 0.21
0.22 -0.39 -0.32
0.10 0.14 0.19
3.02 -3.86 3.67

Atom charges from the natural (NBO) analysis, given in e for atoms 1 to 8:
1. O -0.6907
2. N -0.8271
3. C 0.7578
4. H 0.4066
5. H 0.3967
6. N -0.7966
7. C 0.7551
8. C 0.7507

=====

(3)
DFT (wB97M-V/def2-TZVPD) results for a structure of composition C3H12LiO7S in a non-equilibrium geometry.

M (Da): 199.130
Total charge: -1
Frontier orbital gap (eV): 4.145
2S+1: 1
Strongest force on any atom (eV Å⁻¹): 10.70
LUMO (hartree): 0.06702
HOMO (eV): -2.32
Relative energy (zero: lowest compared OMol25 entry of this formula, charge and spin) (kcal per mole): 17.62

Cartesian coordinates (Å):
H1 -1.838 3.631 86.096
H2 3.415 5.210 82.828
H3 2.312 3.439 82.081
O1 5.441 1.073 85.963
C1 0.994 0.573 83.447
H4 2.256 5.831 83.377
H5 0.710 1.351 82.762
H6 0.044 0.580 84.169
C2 -1.060 2.961 85.465
C3 2.774 4.837 83.519
O2 2.309 3.573 83.168
O3 5.431 2.765 87.498
H7 -0.749 3.313 84.471
H8 3.291 4.978 84.586
O4 0.146 2.708 86.019
H9 1.244 -0.314 82.994
O5 3.658 2.786 86.061
H10 0.037 2.199 86.820
H11 -1.531 2.108 85.228
H12 2.671 0.139 84.522
S1 4.577 1.930 86.782
O6 2.209 0.789 84.209
Li1 2.134 2.761 85.023
O7 3.802 1.152 87.774

Atoms 1-6, force components in eV/Å:
1.99 -1.02 -1.50
3.49 -0.07 -2.05
0.11 0.64 4.63
-0.93 -0.94 -1.85
-0.53 0.41 4.07
-2.09 -1.39 0.69

Atom charges from the natural (NBO) analysis, given in e for atoms 1 to 8:
1. H 0.1501
2. H 0.1703
3. H 0.4972
4. O -1.1070
5. C -0.2444
6. H 0.1522
7. H 0.1699
8. H 0.1504

=====

(4)
DFT (wB97M-V/def2-TZVPD) results for a cluster of 2 separate species, C3H12N in total.

M (Da): 62.136
Total charge: +1
Frontier orbital gap (eV): 13.383
2S+1: 1
Strongest force on any atom (eV Å⁻¹): 0.44
LUMO (hartree): -0.13561
HOMO (eV): -17.07
Relative energy (zero: lowest compared OMol25 entry of this formula, charge and spin) (kcal per mole): 1.04

Cartesian coordinates (Å):
H1 -0.025 -2.888 -2.127
H2 0.314 -1.448 -1.228
H3 1.559 1.175 0.761
H4 1.012 0.016 -0.307
N1 1.016 1.017 -0.092
H5 1.059 -3.018 -0.710
H6 -1.964 1.311 1.553
H7 -0.919 -0.101 1.463
C1 0.184 -2.529 -1.125
H8 -0.341 2.605 0.128
C2 -0.937 0.987 1.429
H9 -0.985 1.198 -0.737
H10 -0.358 1.372 2.265
H11 1.475 1.473 -0.883
C3 -0.399 1.520 0.115
H12 -0.691 -2.691 -0.504

Atoms 1-6, force components in eV/Å:
0.06 -0.17 -0.03
0.20 0.02 0.01
0.09 -0.06 -0.20
0.02 -0.09 0.22
-0.13 0.00 -0.10
0.06 0.07 0.01

Atom charges from the natural (NBO) analysis, given in e for atoms 1 to 8:
1. H 0.2443
2. H 0.1368
3. H 0.4433
4. H 0.4478
5. N -0.6742
6. H 0.2317
7. H 0.2646
8. H 0.2288

=====

(5)
DFT (wB97M-V/def2-TZVPD) results for a cluster of 2 separate species, C3H12N2 in total in a non-equilibrium geometry.

M (Da): 76.143
Structure (SMILES): CCN.CN
Frontier orbital gap (eV): 9.938
2S+1: 1
Strongest force on any atom (eV Å⁻¹): 1.09
LUMO (hartree): 0.03666
HOMO (eV): -8.94
Relative energy (zero: lowest compared OMol25 entry of this formula, charge and spin) (kcal per mole): 12.18

Cartesian coordinates (Å):
H1 1.550 1.452 -0.169
H2 2.620 0.993 -1.378
C1 -2.402 0.447 -0.985
H3 -2.311 -0.799 0.676
H4 0.548 0.164 1.444
C2 2.063 -0.519 -0.088
H5 2.035 -0.502 2.044
H6 0.809 -1.545 1.380
N1 2.348 0.885 -0.408
H7 -1.315 0.559 -0.960
H8 2.958 -1.116 0.134
H9 -3.440 0.367 0.882
H10 -2.847 1.436 -1.109
H11 1.616 -0.991 -0.970
H12 -2.613 -0.075 -1.925
C3 1.315 -0.585 1.228
N2 -2.933 -0.170 0.204

Atoms 1-6, force components in eV/Å:
-0.07 0.16 -0.32
-0.22 0.21 0.18
0.08 0.63 -0.16
0.17 -0.10 -0.01
0.05 0.23 -0.56
0.14 0.27 -0.11

Atom charges from the natural (NBO) analysis, given in e for atoms 1 to 8:
1. H 0.3553
2. H 0.3593
3. C -0.4047
4. H 0.3596
5. H 0.2001
6. C -0.2186
7. H 0.2133
8. H 0.2115

=====

(6)
DFT (wB97M-V/def2-TZVPD) results for the ion C3H12N2 with charge +2 in a non-equilibrium geometry.

M (Da): 76.143
Structure (SMILES): [NH3+]CCC[NH3+]
Total charge: +2
Frontier orbital gap (eV): 14.523
2S+1: 1
Strongest force on any atom (eV Å⁻¹): 1.43
LUMO (hartree): -0.25859
HOMO (eV): -21.56
Relative energy (zero: lowest compared OMol25 entry of this formula, charge and spin) (kcal per mole): 3.67

Cartesian coordinates (Å):
C1 -0.010 1.360 -0.153
H1 -0.746 2.144 1.701
H2 0.861 2.054 1.690
H3 -0.340 -3.109 -1.183
H4 -1.393 -2.337 -0.157
H5 1.456 -0.104 0.371
C2 0.053 -1.069 -0.945
C3 0.378 -0.089 0.211
H6 0.941 -1.201 -1.554
H7 -0.122 -0.398 1.133
H8 0.727 1.743 -0.829
N1 -0.420 -2.412 -0.443
H9 -0.734 -0.700 -1.590
N2 0.060 2.244 1.075
H10 -1.038 1.440 -0.474
H11 0.193 3.227 0.812
H12 0.132 -2.793 0.333

Atoms 1-6, force components in eV/Å:
0.06 -0.74 1.22
-0.17 0.23 -0.32
0.17 -0.23 -0.26
-0.25 -0.14 -0.25
-0.22 -0.29 0.14
-0.02 -0.16 0.28

Atom charges from the natural (NBO) analysis, given in e for atoms 1 to 8:
1. C -0.2082
2. H 0.4557
3. H 0.4501
4. H 0.4673
5. H 0.4532
6. H 0.2518
7. C -0.2245
8. C -0.4485

=====

(7)
DFT (wB97M-V/def2-TZVPD) results for a cluster of 3 separate species, C3H12N2O in total in a non-equilibrium geometry.

M (Da): 92.142
Structure (SMILES): C=C.NCO.N
Frontier orbital gap (eV): 9.979
2S+1: 1
Strongest force on any atom (eV Å⁻¹): 1.23
LUMO (hartree): 0.02803
HOMO (eV): -9.22
Relative energy (zero: lowest compared OMol25 entry of this formula, charge and spin) (kcal per mole): 37.06

Cartesian coordinates (Å):
H1 -0.738 0.621 -0.839
H2 -2.250 -0.469 2.069
N1 -2.325 -0.255 1.096
H3 -2.935 0.521 0.931
H4 -1.335 -1.898 0.502
H5 -2.261 -1.225 -0.775
N2 -0.832 2.438 -1.686
C1 2.355 -1.095 0.660
C2 -1.623 -0.936 0.077
C3 3.631 -1.221 0.982
H6 4.049 -0.783 1.887
O1 -0.524 -0.264 -0.501
H7 1.688 -0.370 1.099
H8 -1.343 1.951 -2.411
H9 2.012 -1.471 -0.292
H10 4.407 -1.485 0.272
H11 -0.431 3.281 -2.071
H12 -1.546 2.661 -1.000

Atoms 1-6, force components in eV/Å:
0.01 -0.19 0.20
0.43 -0.28 0.00
-0.57 0.48 0.31
0.00 -0.01 -0.41
0.72 0.19 -0.06
-0.39 0.26 0.32

Atom charges from the natural (NBO) analysis, given in e for atoms 1 to 8:
1. H 0.4889
2. H 0.3807
3. N -0.8860
4. H 0.3654
5. H 0.1746
6. H 0.1351
7. N -1.0847
8. C -0.3764

=====

(8)
DFT (wB97M-V/def2-TZVPD) results for a cluster of 2 separate species, C3H12N2O in total in a non-equilibrium geometry.

M (Da): 92.142
Structure (SMILES): NCCCN.O
Frontier orbital gap (eV): 10.236
2S+1: 1
Strongest force on any atom (eV Å⁻¹): 4.61
LUMO (hartree): 0.03664
HOMO (eV): -9.24
Relative energy (zero: lowest compared OMol25 entry of this formula, charge and spin) (kcal per mole): 28.71

Cartesian coordinates (Å):
C1 -0.754 0.416 0.459
O1 3.295 -1.539 1.062
H1 -1.901 2.206 0.900
H2 1.043 -1.976 -0.984
H3 -1.589 -0.093 1.191
H4 -0.098 0.644 1.371
H5 -0.135 -0.245 -1.598
H6 2.360 -1.397 0.761
N1 -2.547 1.263 -0.940
H7 3.914 -1.503 0.286
H8 0.990 0.713 -0.669
C2 0.207 -0.112 -0.567
C3 -1.500 1.670 0.033
H9 0.332 -1.841 0.548
H10 -3.033 0.378 -0.770
N2 0.857 -1.375 -0.150
H11 -0.837 2.372 -0.369
H12 -3.295 2.002 -1.077

Atoms 1-6, force components in eV/Å:
-1.11 0.81 4.40
0.95 0.01 -0.52
-0.19 -0.40 0.21
-0.39 0.53 1.38
1.73 -0.43 -2.73
-0.44 0.29 -1.27

Atom charges from the natural (NBO) analysis, given in e for atoms 1 to 8:
1. C -0.4449
2. O -1.0006
3. H 0.1710
4. H 0.3792
5. H 0.2161
6. H 0.2185
7. H 0.1966
8. H 0.4907